Molecular formula: C22H19BrN4Pd
Method: DFT, ωB97M-V/def2-TZVPD

The value obtained for the LUMO energy (spin up / spin down) is -13.048 / -17.066 eV. As for the spin multiplicity: 5. The calculation puts the HOMO energy (spin up / spin down) at -0.7736 / -0.7671 Ha. The calculation puts the frontier orbital gap (spin up / spin down) at 8.0 / 3.8 eV. As for the net charge: +4.

Cartesian coordinates (Å):
1 Pd -0.00217 -0.05704 0.04817
2 C -3.13739 -1.68725 0.70666
3 C -3.28422 -0.24161 0.36107
4 C -4.58939 0.29145 0.23432
5 C -4.77405 1.61778 -0.05563
6 C -3.63930 2.41995 -0.18130
7 C -2.37692 1.85402 -0.05190
8 N -2.20264 0.51319 0.19270
9 C -1.17787 2.67339 -0.13654
10 C -1.21004 4.09435 -0.21820
11 C -0.02695 4.80588 -0.24475
12 C 1.17239 4.11666 -0.18229
13 C 1.16771 2.69715 -0.11163
14 N -0.00320 2.03784 -0.09931
15 C 2.37402 1.90262 -0.05061
16 C 3.62846 2.51974 -0.01348
17 C 4.78469 1.74503 0.04143
18 C 4.63397 0.38402 0.02841
19 C 3.33787 -0.20235 -0.02641
20 C 3.25367 -1.69053 -0.06027
21 N 2.23392 0.53383 -0.03769
22 H -4.00483 -2.03297 1.26665
23 H -2.25591 -1.84534 1.32220
24 H -3.08589 -2.29512 -0.20192
25 H -5.43627 -0.36785 0.37673
26 H -5.76448 2.04111 -0.16429
27 H -3.76412 3.47459 -0.37661
28 H -2.15141 4.62353 -0.24472
29 H -0.03557 5.88715 -0.30532
30 H 2.10087 4.66757 -0.19133
31 H 3.72254 3.59494 -0.02044
32 H 5.76208 2.20902 0.08061
33 H 5.49716 -0.26960 0.05264
34 H 4.12994 -2.11025 -0.55192
35 H 2.36964 -2.01647 -0.60248
36 H 3.23418 -2.08609 0.95956
37 Br -0.34632 -1.55083 -2.23434
38 C -0.17697 -2.89698 -0.98517
39 C -0.25904 -4.27221 -1.35540
40 C -0.09982 -5.22130 -0.36556
41 C 0.12991 -4.76935 0.93091
42 C 0.19182 -3.35551 1.20336
43 N 0.04027 -2.44072 0.26537
44 H -0.43905 -4.53612 -2.39252
45 H -0.14999 -6.28161 -0.58723
46 H 0.26455 -5.45983 1.75779
47 H 0.36413 -3.01788 2.22070

Molecular formula: C22H19CaCl2N2O7S4
Method: DFT, ωB97M-V/def2-TZVPD

The value obtained for the LUMO energy is 2.317 eV. As for the spin multiplicity: 1. As for the energy relative to the best compared isomer or geometry (same formula, charge and spin): 2.935 eV. The calculation puts the HOMO energy at -0.1740 Ha. The calculation puts the frontier orbital gap at 7.1 eV. As for the net charge: -1.

Cartesian coordinates (Å):
1 Ca -0.04377 0.28971 -0.39473
2 S 0.72146 -4.16481 1.87787
3 C 0.54590 -2.79840 0.95513
4 S -0.57625 -2.44404 -0.22673
5 S 1.85133 -1.72241 1.43079
6 Cl -3.04246 0.99144 -7.13310
7 C -2.57130 0.95034 -5.46604
8 C -3.38342 1.59047 -4.52256
9 C -3.02674 1.52876 -3.20715
10 Cl -3.97518 2.31502 -2.00523
11 C -1.86974 0.83103 -2.72371
12 O -1.64234 0.74543 -1.49587
13 C -1.03789 0.25141 -3.73731
14 C 0.21118 -0.35094 -3.37185
15 O 0.71199 -0.42408 -2.26296
16 C -1.42265 0.30738 -5.08809
17 H -4.26672 2.12824 -4.82517
18 H 0.77387 -0.78244 -4.22704
19 H -0.79497 -0.15421 -5.83680
20 C 3.29490 1.96362 -1.15680
21 O 2.67134 2.58070 -0.03969
22 C 1.32742 2.50060 -0.02183
23 O 0.66645 2.19462 -1.00671
24 N 0.80885 3.23015 1.02336
25 N -0.60851 3.10853 1.14617
26 H 4.26923 2.43965 -1.25867
27 H 2.68610 2.13072 -2.04889
28 H 3.40318 0.88789 -0.98822
29 H 1.32778 3.02820 1.87428
30 H -0.85103 3.29269 2.11707
31 H -0.87150 2.13594 0.94200
32 O -1.67917 0.20041 1.12978
33 S -3.01847 0.19041 0.52002
34 C -3.81491 -1.31858 1.14190
35 C -5.10634 -1.60776 0.73421
36 C -5.72481 -2.75348 1.20087
37 C -5.04552 -3.60227 2.06169
38 C -3.74995 -3.31201 2.45382
39 C -3.13213 -2.16093 1.99677
40 C -4.02103 1.15033 1.69819
41 C -3.58343 1.28983 3.00200
42 C -4.33272 2.02942 3.89825
43 C -5.51002 2.63030 3.48377
44 C -5.94154 2.48759 2.17600
45 C -5.19808 1.74266 1.27748
46 H -5.61700 -0.93855 0.05742
47 H -6.73728 -2.98326 0.89865
48 H -5.52972 -4.49819 2.42213
49 H -3.21661 -3.98261 3.11063
50 H -2.12020 -1.91620 2.28302
51 H -2.65594 0.82070 3.29278
52 H -4.00324 2.14132 4.91973
53 H -6.09298 3.21218 4.18206
54 H -6.85545 2.96261 1.85185
55 H -5.51435 1.63661 0.25080
56 O 1.82415 -0.37793 0.49375
57 O 1.18337 0.74948 1.11922

Molecular formula: C22H19ClFN5OS
Method: DFT, ωB97M-V/def2-TZVPD

Its SMILES is Cn1cccc1Cc1nnc(SCC(=O)Nc2ccc(Cl)cc2)n1-c1ccc(F)cc1. The value obtained for the LUMO energy is 0.424 eV. As for the spin multiplicity: 1. As for the energy relative to the best compared isomer or geometry (same formula, charge and spin): 0.000 eV. The calculation puts the HOMO energy at -0.2967 Ha. The calculation puts the frontier orbital gap at 8.5 eV.

Cartesian coordinates (Å):
1 C 1.92000 0.51779 -0.86380
2 N 1.26579 1.78931 -1.01053
3 C 1.05747 2.41234 -2.19914
4 C 0.38663 3.58378 -1.97581
5 C 0.17252 3.67209 -0.58979
6 C 0.72211 2.54966 -0.01806
7 C 0.73572 2.13816 1.41840
8 C 0.00948 0.85967 1.63421
9 N 0.41315 -0.14034 2.37108
10 N -0.50863 -1.10563 2.31758
11 C -1.46482 -0.69839 1.53276
12 S -2.92073 -1.59717 1.15824
13 C -2.35983 -2.53020 -0.33444
14 C -0.84966 -2.49718 -0.46156
15 O -0.31046 -1.84990 -1.33759
16 N -0.20530 -3.22777 0.47564
17 C 1.18144 -3.24610 0.69743
18 C 2.09373 -3.07904 -0.33822
19 C 3.45069 -3.09971 -0.07317
20 C 3.89454 -3.29426 1.22428
21 Cl 5.59092 -3.31912 1.55251
22 C 2.99225 -3.47152 2.26241
23 C 1.63824 -3.44926 1.99645
24 N -1.19516 0.55978 1.06435
25 C -1.95805 1.33429 0.16279
26 C -1.95531 1.01002 -1.18826
27 C -2.68729 1.77742 -2.07324
28 C -3.41227 2.85017 -1.58624
29 F -4.12395 3.60077 -2.44686
30 C -3.43494 3.17465 -0.24110
31 C -2.70022 2.40636 0.64071
32 H 2.74350 0.44906 -1.57465
33 H 1.22801 -0.30554 -1.06094
34 H 2.31518 0.40293 0.14420
35 H 1.40660 1.97868 -3.11519
36 H 0.08326 4.29756 -2.71517
37 H -0.32479 4.46592 -0.06761
38 H 1.75154 2.00591 1.80061
39 H 0.25750 2.92839 2.00340
40 H -2.81285 -2.06452 -1.20939
41 H -2.73344 -3.54598 -0.21350
42 H -0.75573 -3.54640 1.26347
43 H 1.74608 -2.93057 -1.34677
44 H 4.16110 -2.96819 -0.87380
45 H 3.34774 -3.61845 3.26962
46 H 0.92885 -3.56073 2.80143
47 H -1.37099 0.17441 -1.54374
48 H -2.69394 1.55734 -3.12835
49 H -4.01775 4.01527 0.09955
50 H -2.69793 2.63428 1.69585

Molecular formula: C22H19ClN4O4
Method: DFT, ωB97M-V/def2-TZVPD

Its SMILES is Cn1ncc2c(Oc3ccc(-c4cc([C@H](O)CO)cc(C(N)=O)n4)cc3)ccc(Cl)c21. The value obtained for the LUMO energy is -0.123 eV. As for the spin multiplicity: 1. As for the energy relative to the best compared isomer or geometry (same formula, charge and spin): 0.000 eV. The calculation puts the HOMO energy at -0.2966 Ha. The calculation puts the frontier orbital gap at 7.9 eV.

Cartesian coordinates (Å):
1 C -3.89920 -1.05848 5.28438
2 N -2.63444 -1.10568 4.58997
3 N -2.63634 -1.22529 3.23815
4 C -1.40039 -1.37491 2.88537
5 C -0.48969 -1.40056 3.99740
6 C 0.90785 -1.46252 4.14046
7 O 1.85707 -1.61070 3.16980
8 C 1.54148 -1.12424 1.89490
9 C 1.64865 -1.96569 0.79919
10 C 1.32757 -1.52316 -0.48548
11 C 0.86879 -0.22840 -0.70926
12 C 0.49872 0.21345 -2.09708
13 C 0.15305 1.53356 -2.36905
14 C -0.13926 1.91048 -3.69108
15 C -0.36873 3.40062 -3.99264
16 O -1.14549 3.52973 -5.17954
17 C 0.97572 4.12211 -4.27242
18 O 1.50862 3.75253 -5.54224
19 C 0.00151 0.94413 -4.70173
20 C 0.37113 -0.35836 -4.36568
21 C 0.65803 -1.35581 -5.41058
22 N 1.33416 -2.52026 -5.07952
23 O 0.44676 -1.19132 -6.62890
24 N 0.57778 -0.68672 -3.07269
25 C 0.80318 0.61678 0.42067
26 C 1.14938 0.19755 1.71899
27 C 1.41451 -1.49707 5.43915
28 C 0.59819 -1.48440 6.55931
29 C -0.79949 -1.37589 6.39300
30 Cl -1.87236 -1.38882 7.76414
31 C -1.31447 -1.27045 5.10596
32 H -3.86910 -0.30215 6.08366
33 H -4.69774 -0.81052 4.58375
34 H -4.15845 -2.02946 5.68854
35 H -1.03577 -1.31363 1.82672
36 H 1.98846 -2.99411 0.90072
37 H 1.45606 -2.20285 -1.33121
38 H 0.16184 2.26188 -1.62132
39 H -0.88567 3.91284 -3.17819
40 H -1.99149 3.01270 -5.09095
41 H 0.75163 5.20906 -4.32129
42 H 1.70730 3.84981 -3.47713
43 H 0.78087 3.71283 -6.20225
44 H -0.05160 1.25312 -5.75441
45 H 1.28421 -2.80254 -4.09760
46 H 1.48966 -3.19878 -5.82288
47 H 0.48657 1.64845 0.35783
48 H 1.09824 0.86631 2.55031
49 H 2.49701 -1.53889 5.54094
50 H 1.04564 -1.54631 7.56184

no.,E (eV)
1,-102559.6329
2,-127259.9144
3,-58696.3223
4,-49794.7836